Record 1
Below is one molecule with the formula C2H4Cl2OS, with properties calculated with ωB97M-V/def2-TZVPD.

Summary:
strongest force on any atom: 0.0857 Eh/bohr
frontier orbital gap: 9.56 eV
spin multiplicity: 1
HOMO level: -9.377 eV
SMILES: CC(Cl)(Cl)SO
DFT total energy: -1472.3668 Ha
total charge: 0

Last column: Mulliken charge in e.
Positions of all 10 atoms, in Å:
Cl: 1.332 -0.650 -1.734  -0.24
Cl: 2.134 -0.877 1.128  -0.12
S: 0.798 1.559 0.269  0.15
O: -0.754 1.893 -0.123  -0.46
C: -0.683 -0.844 0.358  -1.01
C: 0.719 -0.248 0.212  0.30
H: -0.540 -1.963 0.522  0.33
H: -1.227 -0.375 1.091  0.34
H: -1.091 -0.637 -0.649  0.34
H: -0.688 2.141 -1.074  0.37

=====

Record 2
Below is C39H44ClF2N5O5SSi2Sr as an isolated structure, with properties calculated with ωB97M-V/def2-TZVPD.

Summary:
strongest force on any atom: 0.0109 Eh/bohr
frontier orbital gap: 4.73 eV
spin multiplicity: 1
HOMO level: -0.767 eV
DFT total energy: -3830.3602 Ha
total charge: -2

Last column: Mulliken charge in e.
Positions of all 100 atoms, in Å:
Sr: 0.119 -0.050 -0.041  1.37
Cl: 3.369 -2.608 -1.115  1.97
S: 3.499 1.468 -1.035  1.09
Si: -0.452 3.649 0.392  0.00
Si: 1.456 -1.489 2.987  -0.26
F: -3.385 1.231 -4.851  -0.42
F: -5.572 1.832 -0.764  -0.43
O: 2.505 -1.518 -0.682  -0.92
O: 3.958 2.442 -2.076  -0.80
O: 4.593 -2.565 -0.363  -0.74
O: 2.697 -3.860 -0.901  -0.68
O: 3.639 -2.428 -2.522  -0.74
N: -0.484 -2.409 -1.560  1.26
N: -0.304 2.146 1.165  0.98
N: -1.885 -1.665 0.664  1.80
N: 0.476 -0.217 2.467  1.16
N: 0.207 0.478 -3.049  0.69
C: -2.127 -4.105 -2.067  1.57
C: 0.039 -0.736 -5.535  -0.69
C: 3.290 -1.088 2.733  -0.45
C: 1.300 0.158 -3.739  -0.24
C: -3.774 -1.868 2.114  -1.02
C: -2.202 0.675 -2.826  -0.79
C: 4.735 2.673 0.972  -0.85
C: -3.365 -4.744 -1.724  -1.05
C: -2.159 0.649 -1.415  1.89
C: -3.346 1.125 -3.482  0.96
C: -0.663 1.943 2.480  0.45
C: -4.067 -4.358 -0.641  -1.01
C: 5.453 1.327 0.883  -0.57
C: -2.382 -2.658 -0.098  -0.81
C: -2.176 4.444 0.189  -1.29
C: -0.691 0.544 4.481  -0.27
C: -1.367 -4.497 -3.184  -1.04
C: 1.066 -3.040 1.978  -0.29
C: 1.367 -2.108 4.788  -1.38
C: 1.279 -0.437 -4.989  -0.83
C: -4.289 -2.877 1.346  -1.06
C: -0.999 0.248 -3.597  -0.23
C: 0.156 3.512 -1.388  -0.70
C: 0.542 5.027 1.260  -1.17
C: 5.005 0.641 -0.416  -0.70
C: -1.633 -3.058 -1.274  -0.71
C: -4.491 1.519 -2.823  -1.07
C: -3.590 -3.303 0.204  1.80
C: -2.553 -1.287 1.731  -0.75
C: -4.448 1.452 -1.441  0.47
C: -1.104 -0.391 -4.838  -0.87
C: -1.841 2.640 4.542  -1.02
C: -1.446 2.849 3.220  -0.13
C: 3.318 2.387 0.507  -0.27
C: -1.464 1.476 5.179  -1.09
C: -3.330 1.045 -0.750  -1.29
C: 0.209 -2.807 -2.602  -0.70
C: -0.191 -3.854 -3.449  -1.58
C: -0.251 0.727 3.160  -1.21
H: -2.082 -0.618 -5.237  0.48
H: 0.098 -3.437 2.306  0.19
H: -3.376 1.066 0.339  0.50
H: 3.577 -0.233 3.354  0.34
H: 5.162 0.704 1.730  0.08
H: -2.123 5.200 -0.603  0.36
H: -1.766 1.271 6.202  0.34
H: 0.437 -4.125 -4.287  0.54
H: 2.076 -2.936 4.900  0.32
H: -2.542 4.936 1.093  0.44
H: 2.248 0.372 -3.255  0.01
H: 3.940 -1.935 2.977  0.38
H: 1.132 -2.280 -2.808  0.80
H: 2.762 1.753 1.210  0.01
H: -5.230 -3.352 1.602  0.36
H: 0.504 4.484 -1.756  0.46
H: -3.722 -5.544 -2.363  0.37
H: 0.433 5.980 0.731  0.36
H: 1.628 -1.335 5.516  0.35
H: 0.370 -2.483 5.038  0.29
H: -0.665 3.180 -2.031  0.10
H: 0.175 5.162 2.281  0.33
H: 2.207 -0.680 -5.488  0.44
H: -1.775 3.757 2.728  0.07
H: 2.707 3.256 0.275  0.04
H: -0.418 -0.377 4.982  0.24
H: 4.749 3.084 1.982  0.39
H: 1.006 -2.863 0.901  -0.23
H: 5.702 0.777 -1.243  0.68
H: 3.478 -0.838 1.685  -0.32
H: 4.807 -0.424 -0.287  -0.15
H: -5.358 1.876 -3.359  0.48
H: -1.722 -5.307 -3.812  0.37
H: 1.823 -3.819 2.116  0.44
H: 1.608 4.797 1.329  0.24
H: -2.116 -0.491 2.328  0.08
H: -2.913 3.697 -0.116  0.14
H: 0.971 2.802 -1.544  -0.07
H: -5.005 -4.838 -0.386  0.37
H: -4.278 -1.508 2.999  0.56
H: 6.539 1.439 0.912  0.42
H: 5.194 3.402 0.298  0.34
H: -2.449 3.384 5.047  0.36
H: -0.038 -1.239 -6.493  0.35

=====

Record 3
Below is a 2-piece molecular cluster, C4H10NO3 overall, with properties calculated with ωB97M-V/def2-TZVPD.

Summary:
strongest force on any atom: 0.0721 Eh/bohr
frontier orbital gap: 7.92 eV
spin multiplicity: 1
HOMO level: -4.008 eV
DFT total energy: -438.9146 Ha
total charge: -1

Last column: Mulliken charge in e.
Positions of all 18 atoms, in Å:
O: -0.701 -3.318 -0.557  -0.70
O: 1.240 -1.106 -0.470  -0.77
O: 1.588 0.043 -2.393  -0.72
N: -0.443 1.183 0.495  -0.12
C: -0.858 -0.054 1.276  -0.76
C: -0.226 0.711 -0.949  -0.73
C: 0.778 1.820 1.000  -0.82
C: 0.989 -0.239 -1.377  0.64
H: -1.144 0.301 2.324  0.30
H: -1.031 0.130 -1.328  0.36
H: -1.783 -0.426 0.785  0.28
H: -0.121 -2.547 -0.519  0.40
H: -0.090 -0.857 1.406  0.23
H: -1.238 -3.325 -1.323  0.28
H: 0.539 2.355 1.960  0.28
H: 1.650 1.265 1.223  0.31
H: -0.245 1.597 -1.613  0.26
H: 1.096 2.467 0.061  0.27

=====

Record 4
Below is a 3-piece molecular cluster, C4H10N2O2 overall, with properties calculated with ωB97M-V/def2-TZVPD.

Summary:
strongest force on any atom: 0.0429 Eh/bohr
frontier orbital gap: 4.31 eV
spin multiplicity: 1
HOMO level: -8.598 eV
DFT total energy: -418.1576 Ha
total charge: 0

Last column: Mulliken charge in e.
Positions of all 18 atoms, in Å:
O: -2.453 -0.258 1.221  -0.64
O: -1.824 0.238 -0.890  -0.65
N: 2.357 -0.215 -0.994  -0.34
N: 1.643 -0.392 1.440  -0.58
C: 1.660 0.758 -1.144  0.22
C: -2.421 -0.447 0.001  0.07
C: 0.392 0.035 0.852  -0.72
C: 0.636 1.179 -0.062  -0.40
H: -0.032 -0.797 0.326  0.46
H: 1.122 -2.007 -3.126  0.12
H: -0.336 0.248 1.661  0.46
H: 1.797 1.488 -1.947  0.37
H: 2.291 -0.564 0.572  0.29
H: 1.560 -1.329 1.850  0.33
H: -0.380 1.325 -0.502  0.36
H: 1.029 2.027 0.494  0.34
H: 0.759 -2.054 -2.482  -0.12
H: -2.911 -1.353 -0.421  0.41

=====

Which formula does entry 3 have? C4H10NO3

=====

Which formula does entry 1 have? C2H4Cl2OS

=====

Look up the spin multiplicity of the first one. 1